Density functional theory data (wB97M-V/def2-TZVPD) for a cluster of 2 separate species, C5H14NO in total.

Geometry as XYZ:
```
21
Properties=species:S:1:pos:R:3:forces:R:3
C -0.135 2.068 1.035 -1.6511 1.8474 -2.3188
C -0.078 0.596 0.621 1.0760 -0.3383 -0.1085
C -1.365 -0.169 0.276 -1.7854 1.0349 -0.6877
C -1.429 -0.203 -1.252 -2.4318 -3.8327 0.1785
C 0.283 -1.559 -2.663 -3.9063 1.6749 3.7395
N -0.401 -1.357 -1.501 4.0110 0.7590 -3.8690
H 0.881 2.307 1.166 1.3346 0.7090 0.4005
H -0.709 2.557 1.867 0.2243 -1.4079 -0.5474
H -0.426 2.703 0.067 0.4036 -1.2042 1.9782
H 0.499 -0.001 1.336 -0.1327 0.3514 0.1673
H 0.642 0.664 -0.301 -1.3072 -0.4149 1.3312
H -2.330 0.342 0.569 1.2455 -0.3134 0.2100
H -1.438 -1.217 0.655 0.1710 0.9191 -0.1025
H -1.235 0.719 -1.733 1.2019 0.7282 -0.5296
H -2.419 -0.546 -1.724 1.3071 0.1736 1.0044
H 1.365 -1.688 -2.629 -0.3852 -0.8992 -0.3808
H -0.434 -1.371 -3.458 1.0781 -0.0225 -0.9053
H 0.233 -1.528 -0.719 -0.5479 0.2343 0.4019
H 3.214 -0.196 2.471 -0.4282 0.1767 0.3098
H 2.411 1.120 2.560 -0.0169 -1.3006 0.4600
O 2.360 0.155 2.784 0.5396 1.1252 -0.7318
```
Positions in Å, forces in eV/Å.

Calculated values
Spin multiplicity: 1
HOMO-LUMO gap (Ha): 0.303
E_LUMO (eV): -6.0363
ΔE to the lowest compared entry with this formula, charge and spin (kJ/mol): 363.1
Charge: +1
DFT total energy (a.u.): -328.54795

=====

Density functional theory data (wB97M-V/def2-TZVPD) for a cluster of 2 separate species, C5H14NO in total.

Geometry as XYZ:
```
21
Properties=species:S:1:pos:R:3:forces:R:3
C 0.127 1.053 2.763 0.1995 1.0064 -2.6306
C 0.333 -0.371 2.428 -0.8204 -0.7419 2.7795
C 1.234 -0.676 1.242 -0.9160 -0.2687 -0.8746
C 0.298 -0.292 0.060 1.0321 -1.9477 1.0287
C 0.976 -0.279 -1.092 -2.5753 2.6697 -0.9620
N 0.103 -0.076 -2.268 1.8051 -1.0104 -2.2520
H 0.895 1.666 3.146 1.4632 0.3282 -0.0412
H -0.396 1.584 1.930 0.4961 0.0952 0.3226
H -0.633 1.115 3.451 -2.1173 -0.2527 2.0873
H 0.704 -0.944 3.388 -0.3008 0.2867 -1.6702
H -0.707 -0.690 2.270 0.3065 -0.8096 0.2737
H 2.087 0.035 1.167 0.1059 -0.8793 -0.2336
H 1.507 -1.798 1.234 -0.0882 1.6475 0.1996
H -0.822 -0.371 0.054 1.2265 0.2667 0.4871
H 1.983 -0.025 -1.262 1.3050 -0.2982 -0.0277
H -0.893 -0.350 -2.164 -0.0808 0.4342 -0.1286
H 0.094 0.912 -2.697 0.0798 -1.3277 0.9163
H 0.484 -0.696 -3.056 -0.7069 0.9921 0.8815
H -2.192 -0.576 -3.954 -0.3328 1.1304 0.3391
H -3.060 0.525 -3.224 1.1348 -0.3229 -0.4369
O -2.123 0.255 -3.416 -1.2161 -0.9977 -0.0580
```
Positions in Å, forces in eV/Å.

Calculated values
Spin multiplicity: 2
<S²>: 0.757
HOMO-LUMO gap (alpha / beta) (Ha): 0.404 / 0.188
E_LUMO (alpha / beta) (eV): -8.7317 / -14.0132
ΔE to the lowest compared entry with this formula, charge and spin (kJ/mol): 311.1
Charge: +2
DFT total energy (a.u.): -328.06900